ORCA calculation (ωB97M-V/def2-TZVPD) on C20H31GeN2O6Rh as an isolated structure in a non-equilibrium geometry.

Results
Total charge   +2
Gap between HOMO and LUMO (alpha / beta)   4.9 / 4.9 eV
LUMO energy (alpha / beta)   -8.37 / -8.37 eV

```
61
C20H31GeN2O6Rh | the Open Molecules 2025 dataset | ωB97M-V/def2-TZVPD
Rh 0.69 -0.90 0.02
C 0.90 -4.55 -2.14
C 0.98 -3.18 -1.56
N 0.21 -2.74 -0.62
O -0.71 -3.60 -0.10
C 1.97 -2.19 -2.07
C 2.90 -2.40 -3.21
N 1.89 -1.09 -1.39
O 2.43 0.05 -1.46
H 0.30 -5.20 -1.52
H 1.90 -4.95 -2.25
H 0.45 -4.50 -3.13
H -1.23 -3.09 0.53
H 2.36 -2.78 -4.08
H 3.66 -3.13 -2.95
H 3.38 -1.47 -3.48
C -2.92 2.07 -1.90
C -3.25 2.75 -0.58
C -1.99 3.31 0.08
C -1.04 2.18 0.51
Ge -0.13 1.50 -1.04
C 0.88 2.71 -2.16
C 0.12 3.31 -3.36
C -0.25 2.25 -4.39
C -0.92 2.85 -5.62
H -3.79 1.61 -2.37
H -2.22 1.21 -1.76
H -2.48 2.77 -2.61
H -3.73 2.04 0.10
H -3.96 3.55 -0.75
H -2.22 3.91 0.96
H -1.50 3.99 -0.62
H -1.56 1.36 1.02
H -0.27 2.53 1.20
H -0.40 -0.07 -1.36
H 1.75 2.15 -2.51
H 1.22 3.47 -1.45
H 0.78 4.06 -3.81
H -0.77 3.85 -3.03
H -0.93 1.52 -3.93
H 0.64 1.70 -4.68
H -1.80 3.43 -5.35
H -1.22 2.08 -6.32
H -0.23 3.52 -6.14
O 1.66 -1.31 1.59
C 0.65 -1.11 2.43
O -0.39 -0.71 1.81
C 0.77 -1.36 3.82
C 1.97 -1.84 4.34
C 2.13 -2.09 5.70
C 1.03 -1.83 6.49
O 0.94 -1.99 7.80
C -0.40 -1.60 8.18
O -1.07 -1.20 6.98
C -0.18 -1.35 5.98
C -0.36 -1.10 4.66
H 2.80 -2.03 3.67
H 3.05 -2.46 6.12
H -0.33 -0.76 8.87
H -0.90 -2.46 8.62
H -1.29 -0.72 4.25
```


ORCA calculation (ωB97M-V/def2-TZVPD) on C20H31LuO2 as an isolated structure in a non-equilibrium geometry.

Results
Gap between HOMO and LUMO   6.5 eV
LUMO energy   0.06 eV

```
54
C20H31LuO2 | the Open Molecules 2025 dataset | ωB97M-V/def2-TZVPD
O -0.45 2.48 -0.90
C 0.42 3.34 -1.79
C -0.46 4.53 -1.42
H 0.50 3.11 -2.95
H 1.47 3.28 -1.46
C -1.54 3.43 -0.89
H -0.42 5.30 -2.19
H -0.05 5.15 -0.58
C -2.45 2.77 -1.97
H -1.82 2.26 -2.73
H -3.19 3.34 -2.57
H -2.90 1.84 -1.60
C -2.17 3.60 0.59
H -1.47 3.74 1.43
H -2.67 2.63 0.91
H -2.93 4.39 0.88
Lu 0.47 -1.44 0.78
C 1.28 0.45 3.20
C 2.45 -0.32 2.98
C 2.94 0.01 1.68
H 2.93 -0.99 3.71
C 2.12 1.05 1.13
C 1.11 1.35 2.09
H 0.45 2.22 2.04
H 0.66 0.39 4.10
H 3.85 -0.39 1.21
H 2.34 1.63 0.24
C -1.07 -1.22 3.06
C -1.58 -0.01 2.50
C -2.26 -0.32 1.30
H -1.51 0.99 2.92
C -2.12 -1.72 1.07
C -1.42 -2.29 2.19
H -1.27 -3.37 2.40
H -0.54 -1.35 4.02
H -2.91 0.35 0.73
H -2.63 -2.30 0.29
O 0.42 -2.14 -1.14
C -0.19 -1.66 -2.41
C 0.47 -2.43 -3.51
H 0.03 -0.60 -2.50
H -1.28 -1.87 -2.40
C 1.52 -3.36 -2.93
H 0.90 -1.75 -4.23
H -0.23 -2.96 -4.16
C 1.34 -3.26 -1.41
H 2.51 -3.11 -3.28
H 1.41 -4.39 -3.24
H 2.29 -3.03 -0.91
H 0.88 -4.21 -1.05
C 1.57 -3.07 1.58
H 1.49 -2.97 2.66
H 2.63 -3.10 1.29
H 1.08 -4.00 1.24
```


ORCA calculation (ωB97M-V/def2-TZVPD) on C20H31N3O2S as an isolated structure.

Results
Gap between HOMO and LUMO   9.9 eV
LUMO energy   0.72 eV
ΔE to the lowest compared entry with this formula, charge and spin   0.007 eV

```
57
C20H31N3O2S | the Open Molecules 2025 dataset | ωB97M-V/def2-TZVPD
C -0.34 5.80 -0.27
C -0.65 4.40 -0.81
C -1.00 3.43 0.32
C 0.22 2.99 1.16
N 0.93 1.85 0.59
C 1.89 2.10 -0.47
C 0.50 0.61 0.94
O -0.36 0.44 1.80
C 1.10 -0.56 0.17
C 0.60 -1.92 0.62
C 0.52 -2.90 -0.56
C -0.07 -4.24 -0.13
C 0.71 -4.85 1.04
C 0.80 -3.87 2.20
C 1.41 -2.56 1.74
C 2.13 -1.73 2.76
C 2.91 -2.51 1.73
N -1.76 2.26 -0.12
C -1.55 1.55 -1.25
O -0.84 1.92 -2.17
C -2.25 0.23 -1.31
C -2.59 -0.55 -0.24
S -3.29 -1.98 -0.80
N -3.16 -1.61 -2.39
C -2.59 -0.43 -2.54
C -2.36 0.11 -3.91
H -0.09 6.48 -1.09
H -1.19 6.21 0.26
H 0.51 5.80 0.42
H -1.49 4.46 -1.50
H 0.19 4.02 -1.39
H -1.67 3.97 1.00
H 0.92 3.82 1.26
H -0.11 2.70 2.15
H 2.68 1.35 -0.47
H 1.42 2.12 -1.46
H 2.37 3.06 -0.29
H 0.84 -0.40 -0.89
H 2.19 -0.51 0.20
H -0.41 -1.78 1.01
H -0.10 -2.46 -1.35
H 1.52 -3.05 -0.97
H -1.11 -4.09 0.18
H -0.09 -4.93 -0.97
H 0.24 -5.78 1.36
H 1.72 -5.10 0.71
H -0.20 -3.67 2.60
H 1.39 -4.29 3.02
H 2.10 -0.65 2.66
H 2.14 -2.08 3.78
H 3.44 -3.40 2.06
H 3.43 -1.96 0.95
H -2.28 1.80 0.61
H -2.41 -0.36 0.81
H -2.74 1.13 -4.00
H -1.29 0.15 -4.13
H -2.86 -0.53 -4.63
```


ORCA calculation (ωB97M-V/def2-TZVPD) on a 3-piece molecular cluster, C20H31N3O9 overall in a non-equilibrium geometry.

Results
Gap between HOMO and LUMO   9.5 eV
LUMO energy   -0.01 eV

```
63
C20H31N3O9 | the Open Molecules 2025 dataset | ωB97M-V/def2-TZVPD
N -0.89 -2.79 0.25
C -0.01 -3.52 -0.68
C 1.23 -2.72 -1.13
C 0.91 -1.83 -2.40
C 1.07 -0.36 -2.09
C 2.31 0.27 -2.09
C 2.41 1.60 -1.80
C 1.33 2.39 -1.48
C 0.11 1.78 -1.48
C -0.01 0.43 -1.79
C -1.51 0.15 -1.72
O -2.12 -0.67 -2.35
N -1.97 1.12 -0.81
C -3.41 1.25 -0.58
C -4.11 -0.06 -0.10
O -3.22 -0.96 0.52
C -4.98 -0.71 -1.19
N -6.13 -1.42 -0.59
C -1.28 2.31 -1.17
O -1.75 3.42 -1.21
H -0.65 -3.05 1.20
H -0.72 -1.79 0.19
H -0.58 -3.90 -1.53
H 0.34 -4.41 -0.14
H 2.05 -3.38 -1.42
H 1.52 -2.03 -0.34
H -0.14 -2.04 -2.64
H 1.49 -2.16 -3.27
H 3.21 -0.30 -2.32
H 3.40 2.06 -1.83
H 1.40 3.45 -1.25
H -3.58 2.00 0.21
H -3.88 1.68 -1.48
H -4.83 0.24 0.67
H -3.01 -1.68 -0.08
H -5.31 0.05 -1.91
H -4.42 -1.45 -1.77
H -6.17 -2.33 -1.02
H -6.99 -0.97 -0.87
C 4.89 -1.51 0.78
O 4.88 -2.83 0.22
C 5.77 -3.66 0.76
O 6.54 -3.40 1.64
O 5.65 -4.84 0.15
C 6.55 -5.84 0.63
H 4.13 -0.94 0.26
H 4.65 -1.55 1.84
H 5.86 -1.04 0.62
H 6.37 -6.05 1.68
H 7.58 -5.54 0.47
H 6.35 -6.75 0.06
C -0.88 5.42 5.04
O -1.97 5.65 4.14
C -1.70 5.36 2.87
O -0.65 4.93 2.45
O -2.78 5.62 2.14
C -2.63 5.35 0.75
H -1.22 5.69 6.03
H -0.60 4.36 5.04
H -0.02 6.04 4.77
H -2.43 4.30 0.58
H -1.85 5.97 0.32
H -3.58 5.60 0.27
```


no.,DFT total energy (Eh)
1,-3528.36958
2,-2166.48517
3,-1493.67084
4,-1622.14031